# C28H26N5NiPS

A structure of composition C28H26N5NiPS (ωB97M-V/def2-TZVPD, the Open Molecules 2025 dataset).

Values from the calculation:
Spin multiplicity: 3
Highest occupied orbital energy (alpha / beta): 0.7818 / -0.5368 eV
Gap between HOMO and LUMO (alpha / beta): 4.00 / 5.31 eV
Calculated total energy: -98074.78320 eV
Lowest unoccupied orbital energy (alpha / beta): 4.8 / 4.8 eV
<S²>: 2.0442
Total charge: -2
Energy above the lowest of the compared OMol25 structures with the same formula, charge and spin: 41.2 kJ/mol

CARTESIAN COORDINATES (ANGSTROEM)
Ni  0.0398  -0.2001  0.9396
N  1.2230  -3.8257  4.1272
C  1.0179  -3.0471  2.9603
S  2.4445  -2.4504  2.1969
N  -0.2306  -2.9380  2.6392
N  -0.5886  -2.1120  1.5966
C  -1.7581  -2.4423  1.0678
C  -2.3859  -1.5956  0.1454
C  -3.5781  -1.9335  -0.5561
C  -4.1501  -1.0424  -1.4155
C  -3.5449  0.2323  -1.5944
C  -2.3851  0.4924  -0.8874
N  -1.7909  -0.3592  -0.0578
H  2.1103  -4.3038  4.0810
H  0.4423  -4.4507  4.2834
H  -2.2429  -3.3669  1.3773
H  -4.0150  -2.9135  -0.3943
H  -5.0558  -1.3031  -1.9533
H  -3.9687  0.9826  -2.2488
H  -1.8918  1.4566  -0.9882
C  3.3685  -0.8503  -0.7004
P  1.5710  -0.4540  -0.7473
C  1.0803  -1.6303  -2.0751
C  1.3514  -1.4798  -3.4346
C  0.9613  -2.4487  -4.3481
C  0.2997  -3.5907  -3.9130
C  0.0351  -3.7555  -2.5609
C  0.4189  -2.7817  -1.6484
C  1.6093  1.1343  -1.6595
C  0.5495  1.4781  -2.5047
C  0.4812  2.7298  -3.0938
C  1.4673  3.6766  -2.8406
C  2.5141  3.3533  -1.9903
C  2.5859  2.0952  -1.4053
H  3.8450  -0.6963  -1.6723
H  3.4559  -1.8892  -0.3867
H  3.8361  -0.2268  0.0605
H  1.8647  -0.5901  -3.7825
H  1.1692  -2.3104  -5.4037
H  -0.0133  -4.3437  -4.6276
H  -0.4904  -4.6369  -2.2126
H  0.1998  -2.8941  -0.5924
H  -0.2339  0.7530  -2.6940
H  -0.3529  2.9722  -3.7430
H  1.4091  4.6617  -3.2893
H  3.2758  4.0908  -1.7637
H  3.3834  1.8774  -0.7065
C  0.2985  1.6238  1.8047
C  -0.5549  2.4141  2.6793
C  -1.8344  2.8079  2.2606
C  -2.6593  3.5781  3.0652
C  -2.2410  3.9849  4.3271
C  -0.9805  3.5958  4.7688
C  -0.1577  2.8244  3.9646
H  -2.1722  2.4758  1.2866
H  -3.6449  3.8576  2.7075
H  -2.8884  4.5826  4.9590
H  -0.6399  3.8910  5.7563
H  0.8175  2.5153  4.3231
N  2.7830  1.1407  2.0451
C  1.5489  1.3450  1.9882
H  2.9917  0.2398  2.4808

Atoms 1-6, force components in eV/Å:
Ni -0.253 -0.429 -0.235
N 0.036 -0.001 0.001
C -0.074 -0.064 0.010
S 0.088 0.075 -0.035
N -0.071 -0.141 0.010
N 0.043 0.255 0.035

These are the Löwdin partial charges, in e, on atoms 1 to 5:
1 Ni 0.195
2 N -0.025
3 C -0.974
4 S 0.413
5 N -0.057